Entry 1:
Molecular formula: C25H22N5O14Zr
Method: DFT, ωB97M-V/def2-TZVPD

Calculated values
Energy relative to the best compared isomer or geometry (same formula, charge and spin) = 0.0 kcal per mole
Electronic energy = -63670.1818 eV
Total charge = +1
Kohn-Sham gap = 8.14 eV

Element x y z (Å)
Zr 0.1650 -0.5214 0.4065
O -0.8923 -3.2149 3.4471
C -0.4151 -2.7553 2.3298
O 0.3295 -1.7874 2.2494
C -0.8425 -3.5081 1.0871
O -0.3805 -2.7708 -0.0285
C 0.5659 -3.3950 -0.9159
C 1.6834 -2.3708 -1.2253
O 2.3610 -2.4933 -2.2065
O 1.7703 -1.4461 -0.3034
H -0.6281 -2.6665 4.2014
H -1.9313 -3.5731 1.0687
H -0.4324 -4.5185 1.1101
H 0.0739 -3.6942 -1.8389
H 1.0375 -4.2667 -0.4587
O 0.3318 3.5030 -0.0231
C 0.5064 2.3591 0.2934
O -0.2914 1.3577 -0.0042
C 1.6694 1.9550 1.1788
C 2.4011 2.9613 1.8128
C 3.3314 2.6015 2.7437
C 3.5774 1.2362 2.9885
C 4.5349 0.8071 3.9358
C 4.8020 -0.5191 4.1012
C 4.1445 -1.4732 3.3002
C 3.2007 -1.0941 2.3882
C 2.8562 0.2690 2.2368
N 1.8663 0.6549 1.3650
H 2.1710 3.9867 1.5633
H 3.8927 3.3495 3.2894
H 5.0607 1.5563 4.5140
H 5.5364 -0.8427 4.8260
H 4.4119 -2.5168 3.4011
H 2.7342 -1.8199 1.7464
O -6.0699 3.5814 -0.1013
N -5.3875 3.5077 0.8997
O -5.4717 4.2210 1.8775
C -4.3316 2.4865 0.9138
C -3.4296 2.4548 1.9609
C -2.4861 1.4507 1.9981
C -2.4605 0.3931 1.0449
O -1.7348 -0.6600 1.2144
C -3.2928 0.5927 -0.0928
C -4.2212 1.6121 -0.1502
N -3.0533 -0.2122 -1.2655
O -2.2561 -1.1448 -1.1673
O -3.6124 0.0867 -2.2991
N -1.4116 1.5185 2.9579
O -1.4921 2.2865 3.8846
O -0.4243 0.7974 2.7619
H -3.4439 3.2243 2.7203
H -4.8489 1.7277 -1.0223
C 0.3164 1.2244 -4.9551
C 0.0001 -0.2180 -4.5233
C 1.0926 -1.1900 -5.0066
C -1.3751 -0.6555 -5.0492
C 0.0019 -0.2544 -3.0682
N 0.0655 -0.3221 -1.9257
H 0.3425 1.2705 -6.0430
H 1.2854 1.5428 -4.5710
H -0.4490 1.9138 -4.5990
H 1.1844 -1.1028 -6.0887
H 0.8304 -2.2190 -4.7617
H 2.0564 -0.9677 -4.5502
H -1.3387 -0.6657 -6.1384
H -2.1589 0.0277 -4.7322
H -1.6271 -1.6578 -4.7034

Entry 2:
Molecular formula: C25H23B2BrCuF6N5O2S
Method: DFT, ωB97M-V/def2-TZVPD

Calculated values
Energy relative to the best compared isomer or geometry (same formula, charge and spin) = 71.0 kcal per mole
<S²> = 0.754
Electronic energy = -181029.9387 eV
Total charge = -1
Multiplicity = 2
Kohn-Sham gap (spin up / spin down) = 5.66 / 5.95 eV

Element x y z (Å)
Cu 0.2195 -0.1238 0.0178
Br -4.9775 3.8606 5.4494
C -4.1499 2.1680 5.7034
C -4.9207 1.0760 6.0600
C -4.3025 -0.1421 6.2999
C -2.9239 -0.2929 6.1600
C -2.1747 0.8191 5.7587
C -2.7807 2.0484 5.5481
N -2.3405 -1.4990 6.6336
N -1.2734 -2.0069 6.1883
C -0.6892 -1.7514 4.9420
C 0.7051 -1.8374 4.9502
C 1.4962 -1.4416 3.8917
C 0.9316 -0.9804 2.6814
O 1.6135 -0.5596 1.7070
C -0.5381 -1.0540 2.5914
N -1.0796 -0.7393 1.3830
C -2.3814 -0.8315 1.1935
C -3.2348 -1.2743 2.2119
C -2.7179 -1.5800 3.4403
C -1.3329 -1.4395 3.6903
H -5.9921 1.1819 6.1620
H -4.8895 -1.0000 6.6070
H -1.1028 0.7239 5.6435
H -2.1899 2.9047 5.2529
H 1.1614 -2.1531 5.8839
H 2.5775 -1.4592 3.9679
H -2.7498 -0.5669 0.2071
H -4.2940 -1.3761 2.0099
H -3.3683 -1.9538 4.2161
F -0.5983 -3.0144 -0.5821
B 0.2529 -2.0088 -0.8993
F 1.2202 -2.3964 -1.7748
F -1.9132 -0.0657 -3.7364
B -2.3502 0.8402 -2.7531
F -1.7082 0.5062 -1.4919
F -1.9296 2.1663 -3.0919
F -3.7456 0.7878 -2.5761
C -0.9138 3.6899 2.2912
C -1.0162 4.2039 0.8491
C -1.1267 2.9035 0.0758
O -0.1578 2.0601 0.7212
C -0.2198 2.3241 2.1361
H -1.9153 3.5540 2.7023
H -0.3651 4.3628 2.9497
H -0.0982 4.7208 0.5602
H -1.8645 4.8702 0.6916
H -0.8760 2.9754 -0.9772
H -2.1269 2.4701 0.1613
H 0.8017 2.3084 2.5114
H -0.7838 1.5426 2.6451
N 4.0923 3.2369 -4.6388
C 4.5282 2.2902 -3.7901
S 6.1278 1.8744 -3.7648
C 3.4772 1.6569 -2.9362
C 2.1271 1.8999 -3.1468
C 1.1846 1.3709 -2.2816
N 1.5236 0.6404 -1.2200
C 2.8159 0.3387 -1.0462
C 3.8096 0.8196 -1.8798
H 4.8040 3.7704 -5.1078
H 3.2007 3.6847 -4.4916
H 1.7743 2.4812 -3.9904
H 0.1224 1.5258 -2.4506
H 3.0392 -0.2872 -0.1898
H 4.8447 0.5639 -1.7070

Q: Number 1 is which compound?
A: C25H22N5O14Zr

Q: Which of these has the lowest energy relative to the best compared isomer or geometry (same formula, charge and spin)?
A: C25H22N5O14Zr

Repeat the first record exactly.
Molecular formula: C25H22N5O14Zr
Method: DFT, ωB97M-V/def2-TZVPD

Calculated values
Energy relative to the best compared isomer or geometry (same formula, charge and spin) = 0.0 kcal per mole
Electronic energy = -63670.1818 eV
Total charge = +1
Kohn-Sham gap = 8.14 eV

Element x y z (Å)
Zr 0.1650 -0.5214 0.4065
O -0.8923 -3.2149 3.4471
C -0.4151 -2.7553 2.3298
O 0.3295 -1.7874 2.2494
C -0.8425 -3.5081 1.0871
O -0.3805 -2.7708 -0.0285
C 0.5659 -3.3950 -0.9159
C 1.6834 -2.3708 -1.2253
O 2.3610 -2.4933 -2.2065
O 1.7703 -1.4461 -0.3034
H -0.6281 -2.6665 4.2014
H -1.9313 -3.5731 1.0687
H -0.4324 -4.5185 1.1101
H 0.0739 -3.6942 -1.8389
H 1.0375 -4.2667 -0.4587
O 0.3318 3.5030 -0.0231
C 0.5064 2.3591 0.2934
O -0.2914 1.3577 -0.0042
C 1.6694 1.9550 1.1788
C 2.4011 2.9613 1.8128
C 3.3314 2.6015 2.7437
C 3.5774 1.2362 2.9885
C 4.5349 0.8071 3.9358
C 4.8020 -0.5191 4.1012
C 4.1445 -1.4732 3.3002
C 3.2007 -1.0941 2.3882
C 2.8562 0.2690 2.2368
N 1.8663 0.6549 1.3650
H 2.1710 3.9867 1.5633
H 3.8927 3.3495 3.2894
H 5.0607 1.5563 4.5140
H 5.5364 -0.8427 4.8260
H 4.4119 -2.5168 3.4011
H 2.7342 -1.8199 1.7464
O -6.0699 3.5814 -0.1013
N -5.3875 3.5077 0.8997
O -5.4717 4.2210 1.8775
C -4.3316 2.4865 0.9138
C -3.4296 2.4548 1.9609
C -2.4861 1.4507 1.9981
C -2.4605 0.3931 1.0449
O -1.7348 -0.6600 1.2144
C -3.2928 0.5927 -0.0928
C -4.2212 1.6121 -0.1502
N -3.0533 -0.2122 -1.2655
O -2.2561 -1.1448 -1.1673
O -3.6124 0.0867 -2.2991
N -1.4116 1.5185 2.9579
O -1.4921 2.2865 3.8846
O -0.4243 0.7974 2.7619
H -3.4439 3.2243 2.7203
H -4.8489 1.7277 -1.0223
C 0.3164 1.2244 -4.9551
C 0.0001 -0.2180 -4.5233
C 1.0926 -1.1900 -5.0066
C -1.3751 -0.6555 -5.0492
C 0.0019 -0.2544 -3.0682
N 0.0655 -0.3221 -1.9257
H 0.3425 1.2705 -6.0430
H 1.2854 1.5428 -4.5710
H -0.4490 1.9138 -4.5990
H 1.1844 -1.1028 -6.0887
H 0.8304 -2.2190 -4.7617
H 2.0564 -0.9677 -4.5502
H -1.3387 -0.6657 -6.1384
H -2.1589 0.0277 -4.7322
H -1.6271 -1.6578 -4.7034

Q: Among the records above, which one has the highest electronic energy?
A: C25H22N5O14Zr